[1]
5
Properties=species:S:1:pos:R:3 method="wB97M-V/def2-TZVPD" multiplicity=8 de_lowest_kcal_mol=67.2 gap_ev="3.87 / 5.57" molar_mass_g_mol=203.942 total_charge=+3
O -2.74 0.01 -0.10
C -1.62 0.36 0.04
O -0.65 -0.57 0.10
Tb 1.77 0.06 -0.06
H -1.16 -1.46 -0.04

[2]
8
Properties=species:S:1:pos:R:3 method="wB97M-V/def2-TZVPD" multiplicity=1 de_lowest_kcal_mol=55.3 gap_ev=6.47 molar_mass_g_mol=156.124 total_charge=-2
C 0.61 1.14 -0.17
O -1.93 -0.97 0.61
O 1.73 1.36 -0.61
O 0.27 -1.15 -1.73
P 0.43 -0.70 -0.35
S -0.54 2.24 0.24
S 1.58 -1.81 0.89
H -2.15 -0.11 1.11

[3]
6
Properties=species:S:1:pos:R:3 method="wB97M-V/def2-TZVPD" multiplicity=1 de_lowest_kcal_mol=21.5 gap_ev=6.00 molar_mass_g_mol=146.484 total_charge=0
Rb -9.41 4.92 17.00
O -7.42 5.61 13.29
C -7.98 4.51 13.85
O -9.19 4.47 14.15
O -7.40 3.42 13.98
H -6.50 5.47 13.06

[4]
6
Properties=species:S:1:pos:R:3 method="wB97M-V/def2-TZVPD" multiplicity=1 de_lowest_kcal_mol=114.3 gap_ev=9.58 molar_mass_g_mol=77.015 total_charge=+1
C -1.13 0.69 0.11
O -1.31 0.39 1.17
O 1.22 -1.30 0.47
O 1.94 -0.32 -0.22
O 0.65 -0.46 -0.61
H -1.37 1.00 -0.92

[5]
9
Properties=species:S:1:pos:R:3 method="wB97M-V/def2-TZVPD" multiplicity=3 de_lowest_kcal_mol=82.9 gap_ev="5.46 / 7.55" molar_mass_g_mol=141.080 total_charge=-1
C -0.63 -0.97 0.36
O 0.33 1.35 1.13
O -1.24 -1.89 0.79
O 1.75 -0.74 1.34
O 1.43 0.41 -0.80
O -0.92 0.88 -1.53
O -1.59 -0.09 -0.82
S 0.90 0.15 0.56
H -0.03 0.90 -1.03

[6]
6
Properties=species:S:1:pos:R:3 method="wB97M-V/def2-TZVPD" multiplicity=1 de_lowest_kcal_mol=90.8 gap_ev="7.12 / 7.12" molar_mass_g_mol=121.940 total_charge=0
C 0.17 -0.64 0.30
O -0.61 1.27 -1.02
P 0.14 -0.32 -1.33
P 0.15 0.41 1.66
P -0.77 1.91 0.47
H 0.92 -2.63 -0.08

[7]
6
Properties=species:S:1:pos:R:3 method="wB97M-V/def2-TZVPD" multiplicity=1 de_lowest_kcal_mol=27.1 gap_ev=7.40 molar_mass_g_mol=121.940 total_charge=0
C 0.37 0.13 -0.52
O 1.89 1.22 -2.58
P 1.39 1.45 -0.39
P -0.18 -0.83 -1.90
P 1.09 0.16 -3.28
H -0.26 -0.27 0.40

[8]
8
Properties=species:S:1:pos:R:3 method="wB97M-V/def2-TZVPD" multiplicity=1 de_lowest_kcal_mol=66.5 gap_ev="7.29 / 7.29" molar_mass_g_mol=472.787 total_charge=-1
C -1.75 -0.04 0.69
O 1.92 1.27 -0.99
O 2.61 -0.98 -0.49
O 1.70 0.38 1.28
S 1.81 0.11 -0.13
I -0.34 -1.15 -0.61
I -3.52 -1.43 0.58
I -2.43 1.85 -0.32